Formula: C75H125As5F30N10O9
Source: the Open Molecules 2025 dataset
Level of theory: ωB97M-V/def2-TZVPD

Structure (XYZ):
```
254
Properties=species:S:1:pos:R:3:forces:R:3
C 19.190640 -10.595040 15.909180 -0.2124 -1.6492 -0.0855
N 19.187040 -9.602090 14.867140 -1.7738 0.8997 -1.0163
C 17.979770 -9.140920 14.414550 1.6536 1.9859 -0.9522
C 17.996390 -8.037050 13.520210 -0.8129 -0.8522 0.5593
C 19.166530 -7.518370 12.974390 0.1292 -1.3552 -0.1054
C 20.324360 -8.161430 13.364470 1.5147 -0.8861 1.4894
C 20.351370 -9.146820 14.395890 -1.0563 1.5711 -1.2346
C 19.188910 -6.483120 11.903160 -1.0062 1.6868 -0.6026
C 20.003080 -5.324220 11.966120 0.2970 -0.7109 0.1584
C 19.902610 -4.287600 11.061180 -1.1314 -1.0758 0.7245
N 18.897010 -4.334250 10.174450 -0.1729 0.7230 0.0843
C 18.037550 -5.359820 10.055280 1.4265 -2.3377 0.7178
C 18.219510 -6.506670 10.848800 0.7470 0.8520 1.0775
C 18.725800 -3.259650 9.191010 0.1448 -0.5149 -0.4687
H 19.829880 -11.412020 15.574470 0.7854 0.2980 0.5964
H 18.255090 -11.152540 15.864090 -0.3806 0.6420 0.6684
H 19.426960 -10.103490 16.852920 -0.1296 -0.4852 0.0559
H 17.059760 -9.550680 14.804540 0.1279 -0.1389 0.2056
H 17.046410 -7.608070 13.237500 -0.1526 -0.1266 0.0312
H 21.269770 -7.885880 12.920990 0.1528 0.0766 0.1061
H 21.200400 -9.530350 14.942190 0.3845 0.0217 -0.5483
H 20.763720 -5.151890 12.713210 -0.0413 -0.4644 0.3198
H 20.525580 -3.414280 11.186120 -0.1450 0.1533 -0.5187
H 17.394130 -5.395960 9.188620 -0.2897 0.4055 0.1805
H 17.637160 -7.411490 10.756330 -0.3995 0.0858 -0.3760
H 19.279600 -2.364050 9.472610 -0.2299 -0.1531 -0.0395
H 17.651990 -3.111990 9.075970 0.2677 0.4039 -0.0981
H 19.144970 -3.742250 8.308110 -0.0962 0.7888 -0.4738
C 14.832440 -18.253560 9.653080 -1.6578 -1.0237 -1.0320
N 15.601630 -19.393810 9.088930 -0.8732 -1.0172 2.1836
C 15.244840 -20.717650 9.370590 1.6511 1.9012 -1.2006
C 16.177290 -21.695670 9.070620 -1.0037 -0.0947 0.6644
C 17.373850 -21.367200 8.472480 1.2925 1.2394 0.0003
C 17.625980 -20.020590 8.123340 -0.0288 -1.1111 0.3335
C 16.748660 -19.048040 8.541140 0.6665 -0.9699 -1.5535
C 18.474110 -22.347610 8.199850 0.2174 0.1216 1.0690
C 18.937640 -22.436670 6.919720 2.0588 -2.4784 -1.8823
C 19.951970 -23.418800 6.560460 -1.3311 3.1607 0.7156
N 20.523930 -24.158210 7.493260 -0.4741 -0.1061 -0.3384
C 20.109920 -24.065560 8.777190 -1.0191 1.5413 0.7081
C 19.166670 -23.088210 9.195950 0.5752 -1.6013 -1.2206
C 21.602480 -25.091970 7.105120 0.0639 -0.0313 0.3451
H 14.384770 -18.510270 10.613180 0.8329 0.2446 0.2602
H 13.962150 -18.228750 8.997280 -0.1121 0.7803 -0.1069
H 15.433150 -17.346990 9.579630 -0.3200 -0.2567 0.4418
H 14.245170 -20.910390 9.731010 0.1567 0.1825 0.3156
H 15.939610 -22.705220 9.371840 0.0801 -0.1337 -0.1191
H 18.525620 -19.766250 7.582630 0.0465 0.1372 0.1938
H 16.883000 -18.016890 8.249450 0.0788 0.0824 0.4807
H 18.593260 -21.843540 6.085450 -0.3335 0.0828 0.1472
H 20.424590 -23.372940 5.590450 -0.2558 -0.3913 -0.1303
H 20.541000 -24.742190 9.500190 0.2510 0.0521 -0.0651
H 19.012440 -23.016690 10.262490 -0.4829 0.3346 0.2180
H 21.925260 -24.981210 6.069920 -0.4910 0.2808 0.0257
H 21.182800 -26.089520 7.235010 0.5988 -0.0809 0.2481
H 22.459170 -24.813550 7.718840 -0.0496 -0.6686 0.1684
C 11.749250 -6.483150 15.626530 -0.1007 0.3425 0.1353
N 11.635660 -7.085860 14.263560 1.7617 -0.2904 0.3274
C 10.481510 -7.165010 13.647110 -1.0808 -0.9833 -1.3563
C 10.356600 -7.808370 12.400680 2.0179 -0.3754 0.1239
C 11.528550 -8.423560 11.797070 -0.3702 1.7379 1.2885
C 12.790630 -8.194700 12.411180 -2.1845 0.0938 1.6199
C 12.766170 -7.560180 13.672740 0.0394 -0.6270 -0.8560
C 11.474070 -9.212990 10.546950 -0.0761 -1.4279 0.4591
C 11.992000 -10.519320 10.498940 -0.7237 -1.7266 -0.6267
C 11.656620 -11.432780 9.448460 0.9698 3.6560 0.6721
N 11.049100 -10.860350 8.361090 -0.7570 -0.8627 0.6349
C 10.605140 -9.597700 8.322950 0.1396 1.7260 2.4800
C 10.768330 -8.757390 9.471310 -0.3056 -0.8078 -1.8330
C 10.733010 -11.727660 7.240860 -0.0300 -0.6749 -1.6983
H 12.433550 -7.079660 16.229860 0.0021 0.0590 -0.1684
H 10.789380 -6.429370 16.140200 -0.1043 -0.5586 -0.3575
H 12.091110 -5.455600 15.502560 0.3228 -0.1125 -0.0377
H 9.610970 -6.786040 14.161830 0.0331 0.0000 0.0973
H 9.351830 -7.818360 12.004800 0.1169 -0.4065 -0.3128
H 13.687240 -8.665280 12.035600 0.1866 0.1963 -0.0177
H 13.681010 -7.484150 14.241660 -0.0978 0.1576 0.2680
H 12.530040 -10.916380 11.347040 0.0091 -0.0670 0.0006
H 11.988830 -12.458020 9.378330 -0.2582 -0.0272 0.1470
H 10.045440 -9.221380 7.479430 0.1437 -0.4230 -0.2310
H 10.366420 -7.762450 9.593670 -0.3065 0.0304 -0.8081
H 11.580270 -11.739400 6.555220 0.1201 -0.0985 0.1090
H 9.888430 -11.384240 6.643480 -0.0170 0.4009 0.3916
H 10.485520 -12.755760 7.505160 0.2501 0.1946 0.5927
C 18.093010 -17.772050 21.977160 0.4505 -0.0664 0.1878
C 17.421810 -17.257030 20.748720 -0.9514 0.9313 -1.0562
C 16.916870 -15.742820 20.854620 1.4676 -0.3457 -0.5583
C 18.120690 -14.756200 20.871380 -0.7290 0.6235 0.7848
N 17.725440 -13.273510 21.163270 -0.0103 -0.5779 0.1606
C 19.029470 -12.375040 21.002560 -2.9982 0.3822 1.5287
C 18.646510 -11.162950 21.924780 -0.1101 -0.1978 -0.3930
C 17.547800 -11.638560 22.981710 1.8090 0.0166 -0.3183
C 17.367070 -13.102700 22.673880 -0.3685 -0.0749 -1.0853
C 16.580760 -12.748430 20.242120 1.1756 0.5214 -0.0077
H 17.459000 -17.681780 22.859200 0.1495 -0.2099 0.0846
H 19.037030 -17.248770 22.129130 0.0081 0.1590 0.3114
H 18.389400 -18.800310 21.769940 -0.2023 -0.1735 0.4456
H 16.597120 -17.906900 20.456030 -0.5830 0.2521 0.5018
H 18.080040 -17.505380 19.916160 0.3728 0.9763 -0.3172
H 16.291140 -15.656450 21.742940 0.0968 0.0578 0.1175
H 16.309720 -15.397710 20.017750 -0.1837 -0.6052 -0.1069
H 18.683220 -14.749350 19.937780 -0.2515 -0.0669 -0.0987
H 18.817590 -14.928460 21.691600 0.0423 -0.4017 -0.0883
H 19.105450 -12.066470 19.959910 0.2981 -0.4621 0.1054
H 19.861070 -12.919880 21.449430 -0.0834 -0.1935 -0.5417
H 18.298770 -10.346240 21.292190 -0.1911 0.0048 0.1682
H 19.581740 -10.829640 22.374610 -0.2427 0.1395 0.3305
H 16.625020 -11.062780 23.052880 0.2606 0.0634 -0.3848
H 18.046010 -11.666200 23.950790 -0.3302 0.6125 0.1790
H 16.365740 -13.470650 22.897550 -0.0052 -0.0979 -0.4384
H 18.069730 -13.659450 23.293880 0.1534 -0.3472 -0.5638
H 16.831530 -13.038300 19.221740 -0.0215 -0.2711 0.2289
H 16.611270 -11.658860 20.240090 0.1557 0.0463 0.2784
H 15.554060 -13.017600 20.490210 0.3426 -0.6378 0.5509
C 21.531750 -12.083250 5.387910 -0.0705 -0.3091 -0.7046
C 20.814520 -13.115240 6.257850 0.2976 0.3442 1.5290
C 20.950110 -12.752830 7.785420 -0.1071 -1.0653 -0.8893
C 20.780860 -14.006510 8.718670 0.7971 2.5981 -0.2240
N 20.590620 -13.543310 10.167400 -0.0071 -1.1588 1.2276
C 21.790650 -12.823940 10.851850 -0.3257 0.5460 -0.5748
C 21.661610 -13.059740 12.334600 -1.7456 -0.7056 0.4618
C 20.772100 -14.316550 12.437060 0.8712 -1.9172 0.2911
C 20.523330 -14.830200 11.015560 0.2128 1.0430 0.5037
C 19.344150 -12.678820 10.395930 1.3015 -1.1845 -2.0291
H 21.346310 -12.307940 4.337570 -0.0900 0.0355 -0.0681
H 22.618570 -12.060380 5.467880 0.0127 -0.2493 0.4111
H 21.189430 -11.060080 5.542970 -0.2121 -0.0611 0.2310
H 21.205820 -14.128980 6.172230 0.1663 0.0120 -0.5700
H 19.750510 -13.143890 6.022990 -0.0007 -0.0876 -0.1629
H 20.184080 -11.998280 7.964130 0.1624 0.0409 0.3529
H 21.948360 -12.328480 7.892860 -0.0703 0.1214 0.3982
H 21.697550 -14.595030 8.756540 -0.0441 0.0046 -0.2499
H 19.969720 -14.633770 8.348960 -0.2677 0.0766 0.6366
H 21.672090 -11.742410 10.785990 0.2245 -0.1210 -1.1788
H 22.727150 -13.188580 10.429840 -0.1761 0.0329 -0.1233
H 21.031060 -12.291870 12.782800 0.4450 0.5016 0.0042
H 22.607260 -13.106610 12.874660 -0.1074 -0.1529 -0.2105
H 19.845630 -14.261040 13.008620 0.1263 0.5294 -0.0423
H 21.348200 -15.093350 12.939840 -0.1998 -0.1314 0.1525
H 19.580230 -15.368450 10.920950 0.0063 0.2703 -0.2923
H 21.342360 -15.452280 10.654570 -0.0804 -0.0461 0.0850
H 19.655770 -11.749730 9.918680 -0.5364 0.4330 0.9304
H 19.023010 -12.720940 11.436700 0.1515 0.3140 -0.3666
H 18.641920 -13.103550 9.678580 -0.5366 0.0070 0.6104
C 17.310910 -16.148120 12.839680 -0.5505 0.4033 0.3664
C 15.811070 -16.627760 12.875120 1.0579 1.4598 -1.9980
C 14.907360 -15.830570 13.839840 -0.0846 -0.6558 0.9708
C 14.668980 -14.301980 13.582060 0.2907 0.3547 0.6333
N 14.124030 -13.402790 14.746340 0.7632 -1.1198 1.2553
C 12.806110 -13.879190 15.313960 -1.1345 -0.2532 -0.4716
C 12.729670 -13.436790 16.767220 -1.0119 -0.2686 -0.4266
C 14.118440 -13.016040 17.114540 0.3039 1.4899 0.4664
C 14.962670 -13.624710 16.027990 0.4692 0.0557 0.6061
C 14.044710 -11.933750 14.386380 -0.6428 0.1854 -0.3841
H 17.825910 -16.512550 13.728540 -0.0091 0.3011 0.0293
H 17.354550 -15.060550 12.781480 -0.1465 0.3280 0.6180
H 17.973800 -16.384970 12.007470 -0.6031 -1.0032 -0.3542
H 15.842000 -17.709850 13.002540 -0.5141 0.1090 0.5062
H 15.377880 -16.441790 11.892330 0.0630 -0.2230 -0.4367
H 15.378890 -16.127070 14.776770 -0.2640 0.9271 0.5942
H 13.929190 -16.311450 13.846980 -0.0756 -0.0455 -0.0853
H 13.915250 -14.163710 12.806900 0.2779 -0.0678 -0.2253
H 15.608550 -13.798920 13.353490 -0.0716 -0.0494 -0.3814
H 11.942810 -13.525440 14.750340 0.3761 0.1477 -0.3783
H 12.770620 -14.968320 15.288430 0.4305 0.0553 -0.4114
H 12.018150 -12.614190 16.839040 -0.0599 -0.1745 0.4198
H 12.403170 -14.315070 17.324110 -0.1487 0.3809 0.3864
H 14.183470 -11.930550 17.039820 0.0809 0.1157 0.0102
H 14.364810 -13.197230 18.160760 0.3241 -0.6041 -0.2604
H 15.979530 -13.233660 15.993560 -0.1414 0.1145 -0.5421
H 15.025560 -14.693830 16.230830 0.0255 -0.0154 -0.5207
H 13.402710 -11.795750 13.516380 0.3416 -0.5399 -0.4301
H 14.999180 -11.427160 14.243380 0.2270 -0.6959 -0.1133
H 13.483250 -11.312780 15.084410 -0.0304 -0.5884 0.7928
C 12.668600 -18.354890 16.940170 -0.7960 0.9629 -0.0359
C 11.803160 -18.015520 15.691470 0.3990 0.1416 -0.6891
C 10.464620 -18.780710 15.557110 -0.1855 -0.3635 1.0716
C 9.444360 -18.384580 14.499450 -0.6741 0.7439 -0.6267
N 8.121560 -19.216350 14.461950 1.6759 -2.7807 0.2433
C 8.551400 -20.627010 13.819250 -0.9273 0.3967 0.4127
C 7.818710 -20.720730 12.457370 0.7338 -0.4733 1.3916
C 7.494420 -19.272770 12.137120 0.3902 -0.5944 -1.1491
C 7.055740 -18.710720 13.457030 0.7691 -0.0304 1.4717
C 7.499200 -19.510440 15.869450 -0.1315 0.7270 -1.9040
H 12.588000 -19.390660 17.270000 0.2063 -0.0638 -0.3145
H 12.410370 -17.738090 17.800970 -0.3383 -0.0227 0.0738
H 13.693580 -18.056340 16.720200 0.1153 -0.4536 -0.0310
H 12.474450 -18.179950 14.848600 -0.3060 -0.6127 -0.4706
H 11.643100 -16.946610 15.550330 -0.2743 0.2023 0.6423
H 9.960060 -18.685580 16.518600 0.0638 0.0834 0.2329
H 10.706040 -19.841280 15.486240 -0.0228 -0.1903 -0.1760
H 9.870940 -18.457730 13.499060 -0.1223 -0.0461 -0.0705
H 9.096780 -17.355630 14.592000 0.2279 0.1271 0.2773
H 8.192850 -21.410530 14.486800 0.2098 0.1403 0.1070
H 9.638640 -20.681190 13.763850 -0.2124 0.2394 -0.0287
H 6.937980 -21.346440 12.602000 -0.2206 0.2323 -0.1250
H 8.458500 -21.267130 11.764390 -0.0649 0.3890 -0.2746
H 6.769780 -19.283340 11.322940 -0.2576 0.5997 0.2978
H 8.407210 -18.818250 11.752000 -0.1134 0.4312 0.0586
H 6.146270 -19.204670 13.799050 -0.1638 0.2208 -0.1315
H 6.997440 -17.637010 13.635470 -0.1232 -0.0125 -0.5260
H 6.709120 -20.226940 15.644730 -0.0659 0.1391 0.2381
H 7.072690 -18.551880 16.164970 0.0749 -0.2122 0.4688
H 8.182210 -19.953510 16.594220 0.1934 0.3601 -0.3742
As 18.978670 -14.678020 16.366200 0.1450 -0.8726 2.9391
F 19.457770 -15.717020 17.752960 -0.3731 0.9848 -1.7092
F 17.810780 -13.850950 17.540680 1.6165 -0.3626 -1.7667
F 18.531250 -13.594960 15.038190 0.3972 -0.5077 0.7068
F 20.081590 -15.643280 15.261530 -1.2315 1.4832 0.9765
F 17.625340 -15.761400 16.009030 1.1818 0.8075 -0.1713
F 20.339270 -13.548800 16.869790 -1.8212 -1.1548 -1.1596
As 12.467560 -14.749480 21.055500 -1.7652 -0.0205 0.5439
F 11.746070 -13.667850 19.785080 1.1663 -0.7432 1.3542
F 11.478400 -16.051680 20.243720 1.3253 0.9439 1.0883
F 13.212640 -15.886120 22.265530 -0.9524 1.1706 -1.5025
F 13.385930 -13.398540 21.818850 -0.4912 -1.1413 -1.0363
F 11.102560 -14.380940 22.151290 1.4748 -0.5495 -1.1154
F 13.812670 -15.108620 19.964480 -0.3516 0.3213 0.3322
As 15.845330 -8.609220 17.909330 -1.9320 0.9166 3.4939
F 15.850690 -7.223160 19.023940 0.5418 -1.2542 -1.0065
F 17.048570 -9.476130 18.980750 -0.6918 0.8952 -1.6459
F 15.752220 -9.994040 16.839630 0.2975 0.5175 -0.3678
F 14.600300 -7.620570 16.997250 1.1777 -1.5617 0.1430
F 17.093970 -7.896780 16.908800 -0.0042 -0.4656 0.0472
F 14.590030 -9.388130 18.915470 0.9300 0.7364 -1.3177
As 10.912490 -15.201260 11.482580 0.1224 -0.8424 0.4705
F 12.524840 -15.612950 10.846030 -0.7710 0.5568 0.2945
F 11.544280 -13.671500 12.264370 -0.7023 -1.6470 -0.9749
F 9.272550 -14.987720 12.116800 1.6072 0.2529 -0.5240
F 10.288770 -16.708940 10.692760 0.7115 1.4367 0.7416
F 11.408060 -16.119390 12.963920 -0.7167 0.8566 -1.2576
F 10.625000 -14.244530 9.991460 -0.0101 -0.6571 1.1438
As 16.397690 -10.655970 10.559510 -1.7365 0.8670 0.6230
F 15.614840 -10.101860 12.059700 0.3036 -0.3303 -0.3510
F 15.885250 -9.065600 9.847430 1.0732 -1.1239 0.4403
F 17.228020 -11.079770 9.033280 -0.8423 0.1962 1.8227
F 16.757770 -12.237540 11.376850 -0.2593 1.8658 -1.3288
F 14.762780 -11.192860 10.071450 1.7447 -0.3226 -0.0323
F 17.847220 -9.875670 11.269940 -0.3634 -0.8249 -1.0512
O 16.503300 -20.101910 12.034450 -1.7280 1.1966 -0.3457
C 17.620710 -20.802160 11.937940 6.5723 0.4270 -2.0017
O 17.638160 -21.907070 12.429990 -1.9165 -3.5126 1.6195
O 18.669960 -20.378140 11.372890 -1.3053 1.7057 -1.1028
H 16.105910 -20.888340 12.415500 -1.9233 -0.0380 0.9536
O 11.224660 -9.777190 17.908630 0.3711 0.4536 0.6003
C 10.731750 -9.508180 16.699310 -3.4670 1.6723 -1.9855
O 11.278400 -10.006240 15.711800 3.0246 -1.6357 -1.7988
O 9.729620 -8.777190 16.513820 -0.1002 0.6098 1.5336
H 12.120310 -9.942000 17.604930 0.7402 -0.6603 0.9044
O 21.224900 -17.947300 14.647780 0.0205 -0.9274 0.1481
C 20.909610 -18.461440 13.491750 1.2008 0.6626 0.3614
O 20.175740 -17.906650 12.691510 -1.7224 1.1441 -1.3112
O 21.462920 -19.442420 12.996160 0.9544 -1.8955 -0.2382
H 20.591850 -17.227050 14.693520 -0.2817 1.0420 1.0099
```
Positions in Å, forces in eV/Å.

Orbital gap, eV: 2.740
LUMO level, eV: -7.49
2S+1: 2
Charge: +3
Energy, Eh: -18331.867586
⟨S²⟩: 0.757
E_HOMO, eV: -10.23